Density functional theory data (ωB97M-V with the def2-TZVPD basis set) for a 2-piece molecular cluster, C4H12NOS overall.

## Properties
frontier orbital gap	6.385	eV
net charge	-1

CARTESIAN COORDINATES (ANGSTROEM)
C1 -1.443799 0.416449 -0.172630
N1 -0.642669 -0.812525 -0.504726
C2 0.798167 -0.504953 -0.486736
C3 1.655885 -1.276192 0.489320
S1 3.479008 -1.066399 0.355874
C4 -2.895102 0.127312 -0.047451
H1 -1.156735 0.891176 0.798522
H2 -0.943349 1.331339 -0.902883
H3 -0.761627 -1.431759 0.328808
H4 0.864906 0.578744 -0.244307
H5 1.256603 -0.553659 -1.427128
H6 1.357021 -2.405931 0.397402
H7 1.131841 -0.982145 1.482019
H8 -3.466534 -0.059357 -0.944086
H9 -3.147150 -0.715864 0.709956
H10 -3.487409 0.947579 0.434621
H11 1.820322 2.165191 -0.549062
H12 2.956163 1.197274 0.268271
O1 2.624460 2.153712 0.014224

Force components x, y, z for each atom (eV/Å):
3.1 1.8 -0.7
-0.6 0.1 1.6
0.0 1.8 0.5
-1.7 -1.7 1.5
-1.1 0.4 0.2
-2.5 -0.1 1.5
0.2 -0.6 -0.2
-2.3 -2.5 1.3
-0.1 0.4 -0.9
0.2 -0.7 0.2
0.3 -0.5 -1.8
0.6 1.7 0.0
1.4 -0.4 -0.7
0.2 -0.4 -0.5
0.9 0.9 -1.4
0.8 -0.1 -0.4
1.1 -0.7 0.7
-1.0 1.4 -1.1
0.2 -0.7 0.3

natural (NBO) atomic charge list, values in e, 5 entries:
1 C -0.224
2 N -0.630
3 C -0.247
4 C -0.531
5 S -0.640

---

Density functional theory data (ωB97M-V with the def2-TZVPD basis set) for C21H64F6O11P as an isolated structure.

## Properties
frontier orbital gap	6.476	eV
net charge	-1

CARTESIAN COORDINATES (ANGSTROEM)
P1 -0.077380 -0.371389 0.273328
F1 0.742860 -1.669969 -0.198062
F2 -1.427460 -1.365459 0.281618
F3 0.323360 -0.763899 1.795568
F4 -1.021100 0.786591 0.881368
F5 1.207300 0.549271 0.276588
F6 -0.345970 0.028281 -1.252862
C1 -1.366080 0.056921 3.506298
C2 0.090360 0.467101 3.733208
O1 1.059860 -0.530729 3.427908
H1 -1.538210 -0.904879 3.989428
H2 -1.617350 -0.071559 2.453458
H3 -1.988550 0.862701 3.895338
H4 0.231000 0.761641 4.773198
H5 0.363790 1.250841 3.026758
H6 0.599210 -1.366209 3.534498
C3 -1.767050 -3.240619 1.079248
C4 -1.429290 -2.190829 2.109788
O2 -1.641660 -2.654739 3.450468
H7 -2.835910 -3.454219 1.082668
H8 -1.261690 -4.175249 1.322488
H9 -1.479380 -2.968129 0.063818
H10 -2.002480 -1.264139 2.081508
H11 -0.371230 -1.928909 2.104698
H12 -0.986570 -2.238429 4.015388
C5 0.939180 0.368261 -2.450772
C6 0.917280 1.272411 -3.695092
O3 1.307500 0.541791 -4.886892
H13 0.362450 -0.555469 -2.497782
H14 0.499610 0.970201 -1.655442
H15 1.956740 0.131871 -2.139652
H16 1.579670 2.127591 -3.560902
H17 -0.068560 1.731171 -3.771012
H18 2.136720 0.135131 -4.624942
C7 -1.970590 -1.022139 -3.234502
C8 -2.142000 -1.623929 -1.781162
O4 -2.493080 -2.998649 -1.847982
H19 -1.959050 0.067761 -3.225362
H20 -2.811570 -1.252999 -3.888372
H21 -1.025490 -1.267729 -3.718842
H22 -3.069120 -1.199609 -1.395802
H23 -1.344790 -1.394929 -1.073982
H24 -3.444000 -3.111769 -1.915492
C9 -0.849270 2.256901 2.013668
C10 -1.827110 3.466971 1.847938
O5 -1.101260 4.604021 1.289868
H25 -1.382120 1.376491 2.372908
H26 0.051500 2.468981 2.589638
H27 -0.438730 2.017851 1.032638
H28 -2.310490 3.643031 2.808908
H29 -2.679470 3.283951 1.193658
H30 -1.750980 5.090511 0.777238
C11 3.135750 0.482621 -0.617612
C12 3.116240 -1.061189 -0.268832
O6 3.863760 -1.341339 0.862278
H31 2.804370 1.099641 0.217588
H32 2.498390 0.594391 -1.494762
H33 4.156490 0.794161 -0.839282
H34 3.682600 -1.692069 -0.953902
H35 2.172700 -1.563369 -0.055152
H36 4.455280 -2.049499 0.597308
O7 2.162930 -0.989909 2.071548
H37 2.770180 -1.214709 1.366598
H38 1.297670 -1.027109 1.663918
O8 1.537160 1.084431 2.076068
H39 1.246730 0.576461 1.318538
H40 1.636720 1.976301 1.743088
C13 2.297230 -3.742779 -1.115992
C14 0.774950 -3.548719 -1.407172
C15 0.391760 -2.410289 -2.402722
O9 0.302900 -4.759659 -1.984022
H41 2.743080 -2.834359 -0.710892
H42 2.860340 -3.950449 -2.025872
H43 2.533590 -4.556219 -0.430042
H44 0.361110 -3.387139 -0.411822
H45 0.874260 -2.619549 -3.357452
H46 0.809890 -1.496479 -1.980542
H47 -0.682070 -2.286209 -2.542642
H48 -0.599480 -4.663999 -2.297312
C16 -3.448800 -0.252489 0.623388
C17 -3.185480 1.174251 0.165498
C18 -3.218630 1.393681 -1.363072
O10 -4.114960 2.031121 0.741718
H49 -4.456400 -0.647569 0.493948
H50 -3.353830 -0.308219 1.707808
H51 -2.698000 -0.924149 0.207128
H52 -2.202580 1.445311 0.550908
H53 -2.769710 2.351811 -1.624912
H54 -4.223790 1.304921 -1.775232
H55 -2.677780 0.599421 -1.877592
H56 -4.070670 2.879571 0.294748
C19 1.439580 2.638951 -0.849992
C20 2.582120 2.791371 0.141208
C21 3.374360 4.036961 -0.046932
O11 2.147720 2.831211 1.476178
H57 1.866040 2.874361 -1.825092
H58 0.649200 3.339501 -0.580502
H59 0.989100 1.660991 -1.019562
H60 3.346580 2.015411 0.101398
H61 4.268140 4.083811 0.575218
H62 2.731260 4.898971 0.130428
H63 3.712630 4.044381 -1.083092
H64 1.565990 3.591741 1.545298

Force components x, y, z for each atom (eV/Å):
-3.3 -2.2 0.3
-2.9 2.1 1.8
6.9 4.5 1.5
-13.8 4.6 -7.6
3.2 -11.3 -6.1
-4.6 -3.7 -11.0
-9.6 -3.0 9.9
0.4 0.3 1.8
-0.9 -0.6 1.9
-2.9 1.6 10.9
-0.9 1.4 0.3
0.1 0.6 1.6
-0.3 -0.3 0.5
-0.2 0.3 0.3
0.0 -1.5 2.1
0.6 -0.5 0.9
-0.4 -2.5 0.9
-0.3 -2.4 2.5
-0.6 -2.2 0.6
-0.2 -0.1 -0.1
-0.1 -0.2 0.3
-0.4 -2.0 1.1
0.0 -2.2 -0.4
-2.5 -2.8 0.1
0.0 -0.7 0.0
3.2 2.9 -7.0
0.8 -1.0 0.4
-0.6 0.7 0.3
1.4 2.4 -3.2
2.6 0.8 -4.2
-2.1 -1.6 -2.9
0.3 0.1 -0.1
-0.2 -0.4 -0.7
0.1 -0.2 -0.2
-0.3 0.5 0.1
-3.0 0.8 -3.9
0.7 -1.3 -0.3
0.1 -0.1 0.1
0.0 -0.4 0.0
-0.6 -0.1 -0.4
0.4 0.5 -0.1
-1.9 -1.7 -4.2
0.1 0.2 0.0
-0.6 7.3 1.1
1.0 -0.6 0.1
-0.2 -0.3 0.5
0.3 2.9 0.5
-1.2 1.4 0.4
0.9 4.3 1.6
0.2 0.7 0.3
0.7 -0.2 0.2
0.2 0.2 0.0
2.4 -4.2 0.4
2.0 1.4 -2.6
7.1 -0.6 -1.0
0.8 -4.1 -0.7
2.7 1.9 2.7
0.4 -0.2 -0.2
-0.4 1.1 -1.6
2.1 1.5 -0.8
0.4 -0.1 0.5
8.2 -5.0 -2.9
-1.4 -0.4 3.3
7.4 -2.2 0.9
1.0 -1.8 5.3
2.3 1.8 8.0
-2.1 -3.1 1.3
-0.3 0.1 -0.7
0.2 -1.1 -0.9
1.9 -2.1 1.1
0.4 -1.1 0.1
-0.7 -1.6 -0.3
-0.1 -0.1 -0.3
-0.5 -0.2 0.1
-0.5 -1.0 -0.7
0.0 0.0 -0.2
0.1 -2.6 -1.0
1.9 -1.2 0.2
-0.2 0.4 0.2
-1.5 0.5 0.5
-0.6 0.1 -1.4
0.3 -1.0 0.3
-2.2 0.6 0.8
-0.3 0.4 -0.6
0.0 0.4 0.1
-3.4 1.5 0.7
-3.2 0.8 -1.4
-0.1 0.2 -0.1
-0.3 0.3 0.2
0.0 0.8 0.4
-0.2 -0.1 -0.1
0.7 1.7 -0.2
1.2 2.8 0.1
0.1 1.0 -1.1
4.2 10.9 -2.5
-0.2 0.4 0.0
0.0 0.3 -0.2
1.4 3.0 1.2
-0.1 3.0 0.3
-0.2 -0.1 0.2
0.2 0.4 -0.1
0.1 0.4 -0.2
-0.3 0.8 0.2

Mulliken atomic charge list, values in e, 5 entries:
1 P 3.233
2 F -0.036
3 F -1.580
4 F -2.038
5 F -0.057

---

Density functional theory data (ωB97M-V with the def2-TZVPD basis set) for C34H31Br3CdN9OS as an isolated structure.

## Properties
frontier orbital gap	6.773	eV
net charge	+1

CARTESIAN COORDINATES (ANGSTROEM)
Cd1 -0.094495 0.337994 -1.335476
Br1 1.984909 -5.443703 5.063688
C1 3.089487 -3.959082 4.670282
C2 3.437102 -3.707894 3.352286
C3 4.224572 -2.610438 3.053350
C4 4.663433 -1.777782 4.074560
C5 4.362163 -2.067774 5.395660
C6 3.551128 -3.152274 5.697290
N1 5.544990 -0.673634 3.795310
N2 5.204950 0.228970 3.022273
C7 3.875932 0.273757 2.477200
C8 2.754082 0.309180 3.261497
C9 1.477323 0.456602 2.703736
C10 1.282148 0.551272 1.336686
O1 0.095443 0.698346 0.805856
C11 2.458702 0.513437 0.504799
N3 2.284347 0.591141 -0.841745
C12 3.339902 0.656497 -1.618542
C13 4.659602 0.620510 -1.137512
C14 4.860766 0.482826 0.207097
C15 3.749449 0.423787 1.077742
H1 3.096296 -4.370179 2.569233
H2 4.498059 -2.401075 2.026591
H3 4.753802 -1.437157 6.183304
H4 3.290761 -3.373742 6.722752
H5 2.852045 0.231013 4.336494
H6 0.608669 0.493941 3.348224
H7 3.158019 0.722571 -2.687268
H8 5.487415 0.696573 -1.828516
H9 5.858752 0.438884 0.623739
N4 -0.290808 0.206375 -3.674780
C16 -0.324441 1.541153 -4.309686
C17 0.757823 2.447115 -3.742130
N5 0.577196 2.627125 -2.301718
H10 0.460745 -0.358491 -4.057808
H11 -1.147905 -0.297785 -3.876899
H12 -1.306129 1.974565 -4.112504
H13 -0.205983 1.470102 -5.392920
H14 0.749228 3.386634 -4.302476
H15 1.736274 1.992257 -3.912874
H16 -0.180549 3.271873 -2.107068
H17 1.416895 2.977586 -1.858486
Br2 -4.898609 -4.898723 -0.447208
C18 -3.643244 -3.515618 -0.620639
C19 -4.050106 -2.195349 -0.669307
C20 -3.075397 -1.225894 -0.830966
N6 -1.771712 -1.492448 -0.924433
C21 -1.387746 -2.769230 -0.836938
C22 -2.294306 -3.812826 -0.708175
C23 0.072354 -3.053493 -0.916761
C24 0.584353 -4.225353 -0.372141
C25 1.926748 -4.507509 -0.548425
Br3 2.649893 -6.096848 0.140255
C26 2.722600 -3.612807 -1.242736
C27 2.127388 -2.450960 -1.701141
N7 0.837843 -2.155715 -1.542992
H18 -5.091390 -1.918030 -0.597071
H19 -3.352045 -0.182487 -0.896484
H20 -1.968313 -4.841733 -0.700660
H21 -0.038848 -4.904756 0.189488
H22 3.772085 -3.801040 -1.416400
H23 2.729245 -1.722118 -2.226301
N8 -2.114072 2.260651 1.187456
C28 -2.869324 2.605916 0.143302
S1 -2.471053 2.074210 -1.423960
N9 -3.919510 3.399583 0.430592
C29 -5.016877 3.908625 -0.317993
C30 -5.893082 4.714731 0.408463
C31 -7.004297 5.271177 -0.196009
C32 -7.259421 5.029340 -1.538588
C33 -6.389192 4.227247 -2.255770
C34 -5.266861 3.662718 -1.661605
H24 -1.257386 1.703805 1.078786
H25 -2.389600 2.511069 2.123548
H26 -3.970006 3.684352 1.397815
H27 -5.702366 4.908366 1.458676
H28 -7.670761 5.893917 0.385226
H29 -8.126580 5.462566 -2.017474
H30 -6.576949 4.029588 -3.303014
H31 -4.605536 3.043980 -2.241629

Force components x, y, z for each atom (eV/Å):
0.0 0.2 -0.1
0.0 0.0 0.0
0.0 0.0 0.0
0.0 0.0 0.0
0.0 0.0 0.0
0.0 0.0 0.0
0.0 0.0 0.0
0.0 0.0 0.0
0.0 0.0 0.1
0.0 -0.1 -0.1
0.0 0.0 0.1
-0.1 0.0 0.0
0.0 0.0 0.0
0.0 0.0 0.1
0.0 -0.2 0.0
0.1 0.0 0.0
0.0 0.0 0.1
0.0 0.0 0.0
0.0 0.0 0.0
0.0 0.0 0.0
0.0 0.0 0.0
0.0 0.0 0.0
0.0 0.0 0.0
0.0 0.0 0.0
0.0 0.0 0.0
0.0 0.0 0.0
0.0 0.0 0.0
0.0 0.0 0.0
0.0 0.0 0.0
0.0 0.0 0.0
-0.1 0.0 0.0
0.0 -0.1 0.0
0.0 0.0 0.0
0.0 -0.1 -0.1
0.0 0.0 0.0
0.0 0.0 0.0
0.0 0.0 0.0
0.0 0.0 0.0
0.0 0.0 0.0
0.0 0.0 0.0
0.0 0.0 0.0
0.0 0.0 0.0
0.0 0.0 0.0
0.0 0.0 0.0
0.0 0.0 0.0
0.0 0.0 0.0
-0.1 0.1 0.0
0.1 0.0 0.0
0.0 0.0 0.0
0.0 0.0 0.0
0.0 -0.1 0.0
0.0 0.1 0.0
0.0 0.0 0.0
0.0 0.0 0.0
0.0 0.0 0.0
0.0 -0.1 0.0
0.0 0.0 0.0
0.0 0.0 0.0
0.0 0.0 0.0
0.0 0.0 0.0
0.0 0.0 0.0
0.0 0.0 0.0
-0.1 0.0 0.0
0.0 0.0 0.0
0.1 0.0 0.0
0.0 0.0 0.0
0.0 0.0 0.0
0.0 0.0 0.0
0.0 0.0 0.0
0.0 0.0 0.0
0.0 0.0 0.0
0.0 0.0 0.0
0.0 -0.1 0.0
0.0 0.0 0.0
0.0 0.0 0.0
0.0 0.0 0.0
0.0 0.0 0.0
0.0 0.0 0.0
0.0 0.0 0.0
0.0 0.0 0.0

Mulliken atomic charge list, values in e, 5 entries:
1 Cd 3.967
2 Br -0.180
3 C -0.089
4 C -0.051
5 C -0.015

---

Density functional theory data (ωB97M-V with the def2-TZVPD basis set) for a 2-piece molecular cluster, C4H12 overall.

## Properties
frontier orbital gap	12.953	eV
SMILES	CC.CC
net charge	0

CARTESIAN COORDINATES (ANGSTROEM)
C1 -0.481060 1.367651 -0.586404
C2 -0.951038 2.811370 -0.388928
H1 -1.282144 0.784501 -1.040588
H2 0.398588 1.320484 -1.226069
H3 -0.195826 0.924674 0.368663
H4 -0.243731 3.357126 0.236468
H5 -1.942103 2.854044 0.046530
H6 -0.970466 3.345378 -1.338084
C3 0.873126 -1.781410 1.160441
C4 0.545980 -2.422926 -0.187864
H7 1.588843 -0.965203 1.060102
H8 -0.024105 -1.371565 1.624990
H9 1.291614 -2.519233 1.847420
H10 0.041742 -1.681014 -0.809566
H11 1.463545 -2.741648 -0.680954
H12 -0.112967 -3.282227 -0.086155

Force components x, y, z for each atom (eV/Å):
-0.1 0.3 0.1
0.6 -0.1 -0.3
0.1 -0.2 0.0
0.0 0.0 -0.1
-0.2 -0.1 0.0
-0.1 0.0 0.2
-0.1 0.1 0.2
-0.2 0.0 -0.1
-0.1 -0.3 0.1
0.1 0.5 0.2
0.0 0.0 -0.1
0.0 0.0 0.0
0.0 0.1 0.0
0.1 -0.1 -0.2
-0.1 0.0 -0.1
0.0 -0.1 0.0

natural (NBO) atomic charge list, values in e, 5 entries:
1 C -0.607
2 C -0.603
3 H 0.202
4 H 0.202
5 H 0.202

---

Density functional theory data (ωB97M-V with the def2-TZVPD basis set) for an isolated ion of composition C7H14FN2 and charge +1.

## Properties
frontier orbital gap	11.936	eV
SMILES	C[C@H]1CC[C@](C)(F)C(=[NH2+])N1
net charge	+1

CARTESIAN COORDINATES (ANGSTROEM)
C1 -0.147572 1.004560 1.182247
C2 0.756018 -0.337677 -1.208723
C3 0.555393 1.172619 -1.275048
C4 1.189191 -0.828512 0.172012
C5 -0.545974 1.593176 -0.319867
C6 0.840651 -2.302390 0.357711
C7 -1.950325 1.126418 -0.651740
N1 0.570750 -0.071780 1.263370
N2 -0.618271 1.681601 2.199750
F1 -0.552269 2.955922 -0.159311
H1 -0.167038 -0.838829 -1.500221
H2 1.519938 -0.627803 -1.929504
H3 1.472021 1.704772 -1.007655
H4 0.280429 1.469480 -2.287373
H5 2.271763 -0.700424 0.290329
H6 -0.230708 -2.454272 0.251613
H7 1.152626 -2.662868 1.335503
H8 1.346458 -2.892718 -0.398802
H9 -2.202105 1.441360 -1.661905
H10 -2.666552 1.580910 0.029420
H11 -2.043126 0.046952 -0.585597
H12 0.785480 -0.441054 2.186912
H13 -1.108951 2.548780 2.021141
H14 -0.436041 1.433191 3.161690

Force components x, y, z for each atom (eV/Å):
-0.7 1.1 -2.6
0.0 0.3 0.1
-0.1 0.0 0.1
0.2 -0.6 -0.5
0.6 -1.2 2.0
0.1 0.2 0.0
0.1 0.2 0.0
0.0 -0.1 0.7
-0.1 0.1 0.3
0.0 0.3 0.0
0.0 -0.1 0.0
0.0 -0.1 0.0
0.0 0.0 0.0
0.0 0.1 0.0
-0.1 0.1 0.0
-0.1 0.0 0.0
0.0 -0.1 0.1
0.1 -0.1 -0.1
0.0 0.0 -0.1
0.0 0.0 0.1
0.0 -0.1 0.0
-0.1 0.1 -0.1
0.1 -0.1 0.0
0.0 0.0 0.0

natural (NBO) atomic charge list, values in e, 5 entries:
1 C 0.536
2 C -0.414
3 C -0.449
4 C -0.043
5 C 0.374

---

Density functional theory data (ωB97M-V with the def2-TZVPD basis set) for C6H10N2 as an isolated structure.

## Properties
frontier orbital gap	9.523	eV
net charge	0

CARTESIAN COORDINATES (ANGSTROEM)
C1 -1.279317 0.249640 -0.702753
C2 0.092393 0.873340 -0.584642
C3 0.830663 0.029353 0.553963
C4 1.406411 0.335856 1.903502
C5 0.106906 -1.260735 0.547316
C6 -0.996381 -1.112171 -0.141378
H1 -1.895672 -0.923492 -2.495766
H2 -2.084776 1.010318 -2.389015
H3 -2.091873 0.722698 -0.340727
H4 0.812577 0.375759 -1.347264
H5 0.216971 1.862974 -0.490075
H6 1.288158 -0.480213 2.685712
H7 1.091068 1.290927 2.323416
H8 2.559004 0.935319 0.355401
H9 0.664263 -2.135261 1.099581
H10 -1.711719 -1.992612 0.238293
N1 -1.320164 0.187741 -2.147288
N2 2.311488 0.030560 0.931725

Force components x, y, z for each atom (eV/Å):
4.1 -2.6 -1.7
3.8 -4.9 1.9
-0.1 -0.9 1.7
-3.7 0.1 3.3
3.6 -0.1 0.5
-3.3 -3.8 2.7
1.8 4.6 1.3
2.2 -2.9 0.0
-2.5 1.6 1.8
-1.9 1.6 0.1
0.2 3.7 0.1
0.2 1.0 -0.9
0.9 0.3 -0.1
0.2 -2.0 1.8
-1.9 1.5 -1.2
0.5 2.1 -2.1
-6.1 -1.8 -3.9
1.5 2.4 -5.2

natural (NBO) atomic charge list, values in e, 5 entries:
1 C -0.128
2 C -0.391
3 C 0.033
4 C -0.249
5 C -0.161

---

Q: Among the records above, which one has the highest frontier orbital gap?
A: C4H12